Below is a structure of composition C14H18F3IN6O7Ti, with properties calculated with the ωB97M-V functional and the def2-TZVPD basis.

Positions of all 50 atoms, in Å:
H 2.731 3.365 1.099
H 1.038 1.890 1.975
N 2.222 2.659 0.587
H 0.178 -3.777 0.664
H -1.860 -0.087 3.311
C -2.859 3.647 3.462
H 0.794 -5.120 -1.321
H 2.606 3.897 -2.346
C 2.103 2.776 -0.742
H 2.484 -5.078 -1.839
H 3.050 4.573 -0.801
H 1.919 -1.757 -2.951
C 0.685 -2.818 0.734
C -2.283 3.128 2.317
Ti -0.271 0.349 -0.972
C -2.710 1.473 4.516
N 1.232 1.811 -2.681
O -1.041 1.981 0.048
F -1.572 -2.994 -1.232
H 0.015 -2.078 1.159
C -2.135 0.958 3.368
O -1.811 -0.271 -1.845
H 1.545 -2.933 1.399
C -1.300 1.243 1.052
C 2.144 -2.802 -2.776
C 1.758 -4.636 -1.162
O -0.957 0.015 0.971
O 1.131 -1.106 -0.903
H -3.151 4.686 3.504
O 0.353 0.986 -2.995
C 1.161 -2.341 -0.602
N 1.680 -3.206 -1.452
H 1.640 -3.408 -3.528
H 2.402 0.996 1.655
H -2.885 0.835 5.371
H 2.092 -4.815 -0.143
H -2.126 3.754 1.448
N 2.615 3.842 -1.339
F -0.813 -2.491 -3.199
N 1.451 1.769 -1.349
N 1.670 1.567 1.252
I -3.932 3.592 6.283
H 3.219 -2.965 -2.851
F -2.728 -3.472 -2.998
O 1.805 2.519 -3.472
C -2.615 -1.173 -2.352
C -1.916 1.785 2.269
C -3.067 2.816 4.558
O -3.751 -1.022 -2.680
C -1.940 -2.561 -2.469

Cartesian forces (eV/Å) of the 2 atoms listed first:
0.0 0.0 0.0
0.0 0.0 0.0

As for the spin multiplicity: 2. Its total charge is +1. The orbital gap (spin up / spin down) is 0.28136 / 0.28293 Ha. The value obtained for the total energy is -77448.2537 eV. As for the HOMO energy (spin up / spin down): -11.24 / -11.25 eV. Its LUMO energy (spin up / spin down) is -3.58 / -3.56 eV. The value obtained for the energy above the lowest of the compared OMol25 structures with the same formula, charge and spin is 54.1 kJ/mol. Its expectation value of S² is 0.752.



Below is a cluster of 3 separate species, C14H18F7N2O7PSSi in total in a non-equilibrium geometry, with properties calculated with the ωB97M-V functional and the def2-TZVPD basis.

Positions of all 51 atoms, in Å:
C 0.008 0.590 -0.050
H 0.037 -2.724 -1.580
H -3.506 -4.805 -0.177
H 1.273 2.891 -1.213
Si 2.848 -0.421 0.058
F 2.894 4.234 2.873
H 0.351 0.726 1.071
F 2.294 2.762 5.102
F 1.729 2.875 1.307
C 1.739 2.216 3.807
F 4.415 1.093 3.324
F 1.543 0.749 3.824
C 2.572 2.799 2.523
H -5.666 0.071 -4.704
H 3.769 -2.567 3.251
C -2.023 -3.568 -1.309
H -0.874 -0.178 -0.097
N -0.354 -3.990 0.097
O 2.423 -3.395 1.114
C 1.241 0.042 -0.975
O 0.301 2.984 -1.437
C -5.398 0.799 -3.949
O 3.924 2.318 -0.645
O -1.862 2.332 -0.624
O 5.596 0.758 0.340
H -1.391 -5.246 1.480
O 0.748 -1.608 2.174
H -2.586 -3.181 -2.149
C -0.543 2.017 -0.719
C -5.907 2.113 -3.817
H -5.398 3.662 -2.278
F 0.355 2.813 3.709
C -5.294 2.682 -2.723
F 5.039 3.094 2.222
C 3.986 2.006 2.200
H -3.882 -0.250 -2.672
H 1.519 0.717 -1.890
H 3.341 -3.478 0.707
N -4.429 1.760 -2.194
C -0.694 -3.319 -1.049
H -6.642 2.592 -4.450
C -2.502 -4.415 -0.281
C -4.490 0.606 -2.932
H -3.839 1.907 -1.386
P 2.291 -1.728 1.718
H 0.564 -3.992 0.524
O 3.314 -1.663 3.122
H 3.622 -1.273 -0.885
H 0.889 -1.000 -1.439
S 4.104 1.249 0.504
C -1.452 -4.657 0.575

Cartesian forces (eV/Å) of the 2 atoms listed first:
0.2 0.9 -1.0
-0.2 -0.2 0.0

The orbital gap is 0.20692 Ha. The value obtained for the total energy is -79138.6357 eV. As for the SMILES: O=C(O)CC[Si@H](P(=O)(O)O)S(=O)(=O)C(F)(F)C(F)(F)C(F)(F)F.c1cc[nH]c1.c1cc[nH]c1. As for the HOMO energy: -7.76 eV. Its LUMO energy is -2.13 eV.